# 1
The following is a DFT calculation (ωB97M-V with the def2-TZVPD basis set) of C19H18BiNOSe as an isolated structure in a non-equilibrium geometry.

```
41
Properties=species:S:1:pos:R:3
O -0.623 -0.034 -3.054
C -1.177 -0.745 -4.165
C 1.370 2.215 0.156
C 1.401 -2.186 0.283
H 1.392 1.874 2.365
H -1.927 2.809 -0.306
C -0.809 -2.375 0.930
H -0.708 1.552 -5.549
Se -0.054 0.020 5.995
H -1.705 -2.452 1.550
C 0.353 1.152 -8.790
C -0.331 -0.075 4.234
C 0.617 -0.908 -7.546
H -1.254 2.238 2.247
H 0.375 2.831 -1.774
H 2.487 -2.119 0.335
C 0.744 -0.198 -8.728
Bi -0.463 -0.037 -0.975
H -1.631 -1.693 -3.827
C -0.572 2.264 1.400
C -0.174 1.778 -7.646
N -0.525 -0.131 3.065
H 1.007 -2.551 -1.920
H 0.995 -1.930 -7.457
H 0.314 -2.017 -5.141
C -0.224 -1.082 -5.260
H 0.821 -2.203 2.427
C 0.279 2.498 -0.744
C -0.355 1.074 -6.467
H -0.424 2.839 -7.687
C 0.627 -2.337 -0.920
C -0.782 -2.475 -0.511
C 0.517 -2.236 1.386
H 0.456 1.705 -9.727
H 1.181 -0.681 -9.606
H -1.926 -0.058 -4.575
C 0.011 -0.318 -6.383
H 2.423 2.178 -0.105
H -1.603 -2.786 -1.161
C 0.833 2.068 1.455
C -0.940 2.531 0.053
```

The lowest unoccupied orbital energy (alpha / beta) comes out at -1.0 / -3.4 eV. The net charge is 0. For the orbital gap (alpha / beta), the calculation gives 0.236 / 0.140 hartree.

Here are the Mulliken charges for atoms 1 to 2, given in e: -0.5605, -0.5067

---

# 2
The following is a DFT calculation (ωB97M-V with the def2-TZVPD basis set) of C3H6LiMgO5 as an isolated structure in a non-equilibrium geometry.

```
16
Properties=species:S:1:pos:R:3
H -0.077 2.896 -1.252
O -1.083 -2.740 0.253
C -0.481 -0.450 0.147
Mg 0.454 -3.198 -0.831
H -2.485 -1.205 0.277
H 0.513 -0.827 0.468
C -1.480 -1.475 0.664
H 0.465 1.102 1.504
O 0.567 2.988 -0.542
C 1.055 1.722 -0.259
H -0.556 -0.453 -0.961
O 1.626 1.102 -1.219
H -1.521 -1.377 1.769
O -0.553 0.866 0.622
O 1.572 1.673 0.968
Li 1.983 -0.625 -1.606
```

The lowest unoccupied orbital energy comes out at 2.5 eV. The net charge is -1. For the orbital gap, the calculation gives 0.186 hartree.

Here are the Mulliken charges for atoms 1 to 2, given in e: 0.3149, -0.7738

---

# 3
The following is a DFT calculation (ωB97M-V with the def2-TZVPD basis set) of a 2-piece molecular cluster, C5H13NO overall in a non-equilibrium geometry.

```
20
Properties=species:S:1:pos:R:3
H 3.168 1.797 -1.850
H -2.169 -0.101 2.692
H 1.366 -0.519 -2.019
H -1.355 1.390 3.123
C -1.031 -0.377 0.119
H -3.042 -0.594 0.626
H 2.343 0.148 -3.154
C 2.390 -0.211 -2.101
C -0.880 0.742 1.099
H -0.484 -0.119 3.115
H 3.506 0.810 -0.502
C -1.239 0.461 2.576
H -1.622 1.505 0.795
H 3.024 -1.087 -2.120
N -2.251 -1.030 0.209
O -0.130 -0.868 -0.526
H 1.826 1.427 -0.818
H -0.003 1.388 1.091
H -2.308 -1.800 -0.453
C 2.733 1.001 -1.243
```

The lowest unoccupied orbital energy comes out at 0.8 eV. The net charge is 0. For the orbital gap, the calculation gives 0.396 hartree.

Here are the Mulliken charges for atoms 1 to 2, given in e: 0.3097, 0.3011

---

# 4
The following is a DFT calculation (ωB97M-V with the def2-TZVPD basis set) of an isolated ion of composition C6H9N4S and charge +1 in a non-equilibrium geometry.

```
20
Properties=species:S:1:pos:R:3
H -2.083 0.244 -1.921
N 3.993 1.971 -0.160
C 2.948 1.551 -0.030
H 2.025 -1.792 -1.590
N 2.458 -1.010 -1.133
H 3.244 -0.453 -1.362
H -2.936 -1.078 -0.847
C 0.593 1.720 0.523
N -0.711 1.272 0.552
H -2.370 -1.866 1.194
H 0.474 2.753 0.869
C 1.680 0.970 0.051
H -3.127 0.512 -0.550
C 1.480 -0.349 -0.494
S -0.996 -0.248 0.178
N 0.298 -0.907 -0.494
H -0.770 -1.568 2.125
C -1.675 -1.214 1.708
C -2.424 -0.227 -0.919
H -2.100 -0.281 2.299
```

The lowest unoccupied orbital energy comes out at -3.9 eV. The net charge is +1. For the orbital gap, the calculation gives 0.332 hartree.

Here are the Mulliken charges for atoms 1 to 2, given in e: 0.3285, -0.3736